No. 1
138
Properties=species:S:1:pos:R:3:mulliken_charge:R:1 method="wB97M-V/def2-TZVPD" gap_ev=6.990 lumo_ev=-7.11 charge=+3
C -3.485 4.117 -0.783 -1.073
H 2.173 1.262 -6.961 0.403
H 1.873 0.351 -4.834 -0.372
H -0.539 -6.729 1.953 0.354
H -4.585 -3.265 0.531 0.322
H -3.994 4.516 0.094 0.376
N -3.080 -3.585 -3.169 -0.286
C 3.211 -3.512 -3.230 -0.673
H 3.268 0.026 3.250 0.405
C -2.843 1.520 -0.829 -0.204
H 2.682 1.530 2.640 0.365
H -3.562 1.376 6.333 0.374
O -1.537 -5.728 -2.481 -0.854
H 4.403 -0.544 -1.449 0.485
C 1.637 1.891 -6.255 -0.779
H -2.467 -7.841 -1.178 0.281
H 6.571 -2.469 -3.961 0.477
C -1.944 2.406 -0.016 1.299
H 1.833 0.183 2.450 0.260
H -0.198 -4.883 0.099 0.217
O 4.868 -2.094 -1.674 -0.790
O -4.857 2.515 -2.352 -0.693
H 5.565 4.289 2.081 0.237
H 0.631 5.621 0.300 0.205
O -0.168 -0.245 2.560 -1.220
S -4.326 2.515 -1.026 1.241
H -1.419 -3.125 4.159 0.297
H -4.869 -2.481 2.021 0.395
H 3.398 -0.064 -0.240 0.216
H -2.591 -2.761 -3.539 0.353
C 1.904 3.540 -4.460 -0.839
S -4.258 -0.584 4.253 1.447
O 3.449 5.012 3.265 -0.413
H -0.233 3.460 1.759 -0.160
O 2.823 2.957 1.946 -0.641
H 1.904 0.821 4.013 0.379
H 3.393 0.846 -1.622 0.393
H 3.516 2.539 -5.399 0.235
H -0.196 -2.622 5.240 0.434
O 2.589 5.375 0.982 -0.168
C -2.013 3.814 -0.589 -0.090
H -1.488 3.861 -1.544 0.141
H -2.459 1.362 -1.840 0.267
H -3.837 4.641 -1.668 0.459
H 4.824 -1.375 -5.012 0.234
O -5.212 2.263 0.092 -0.650
C 1.432 4.029 -0.801 -0.293
H 2.533 4.043 -3.730 0.457
H 2.403 -3.421 -2.508 0.368
H -3.638 -3.562 1.895 0.211
C 5.662 -3.061 -4.039 -0.744
H 5.102 6.031 3.849 0.359
H 6.484 5.785 2.032 0.427
N 2.461 0.636 3.190 -0.160
H -6.423 -0.734 4.911 0.420
O -2.855 -2.322 -0.529 -0.914
H -0.258 -1.846 3.742 0.204
C -0.533 -1.938 -1.229 0.254
O -0.178 2.406 -3.199 -0.736
H -3.634 -3.972 -3.934 0.426
H 0.804 2.363 -6.781 0.321
H -2.115 -8.089 1.010 0.275
C 0.093 3.600 2.794 1.130
H -5.104 -4.177 1.909 0.439
H 1.130 4.232 -4.799 0.434
H 0.966 3.178 -0.304 -0.114
H 0.778 -6.967 0.785 0.377
C -4.197 1.729 5.512 -0.723
H 0.401 2.655 3.241 -0.161
H -1.493 -1.636 4.727 0.374
C -1.161 -8.127 0.490 -0.660
H 4.724 0.902 -0.554 0.470
H 1.472 -1.220 -1.522 0.294
S 4.814 -3.310 -2.493 1.058
H -2.369 -1.219 1.684 -0.217
H -3.115 0.538 -0.453 0.005
C -1.137 4.103 3.571 -1.568
C 0.777 -0.554 0.356 1.302
C 1.631 5.359 -0.063 -0.859
O -3.230 -1.417 4.894 -1.049
H -4.376 1.552 3.455 0.290
H -6.045 1.361 6.722 0.386
H 1.884 6.083 -0.831 0.525
C -0.816 -5.776 0.033 -0.164
H -1.177 -8.923 -1.669 0.471
H 3.252 -4.587 -3.428 0.342
O 1.835 0.061 0.699 -1.022
H -5.386 -0.926 6.289 0.412
H -6.317 1.739 5.070 0.328
H 2.593 -3.188 -5.261 0.517
H 2.365 3.587 -1.183 0.439
C -5.584 -0.269 5.442 -0.731
N -0.793 -2.383 4.449 -0.202
O 1.054 4.664 2.748 -0.457
C 3.211 -2.697 -4.505 0.455
H 0.142 0.563 -5.142 0.593
C 5.493 5.362 1.881 -0.976
H -2.306 2.417 1.028 -0.178
H -0.758 -9.123 0.668 0.345
H -1.411 5.098 3.225 0.428
H 4.791 -2.812 -6.043 0.376
H -1.862 -5.552 0.239 0.086
H 4.086 6.849 2.577 0.264
H 2.653 -1.764 -4.372 -0.721
O -0.574 -2.593 -2.258 -0.759
H -1.931 3.373 3.442 0.169
S -0.692 -6.514 -1.593 1.048
H 5.192 5.548 0.855 0.249
H -1.605 4.638 0.000 -0.002
H 5.984 -4.061 -4.336 0.360
C 0.628 -1.228 -0.845 -1.373
C 4.540 5.928 2.930 -0.250
O -4.720 -1.011 2.947 -0.985
C -3.717 1.103 4.215 -0.284
N -4.581 -3.375 1.549 -0.263
H 0.912 4.278 -1.731 0.381
S 1.168 2.134 -3.636 1.300
H -0.917 2.075 0.165 -0.956
P 2.512 4.379 2.185 0.556
H -2.685 1.204 3.892 0.175
H -3.529 -3.156 -2.353 0.251
O 0.654 -6.730 -2.011 -0.629
C 1.092 1.079 -5.096 -0.289
H 2.768 3.711 -6.483 0.430
O 2.151 1.583 -2.733 -1.171
N 4.021 0.322 -1.000 0.091
C -1.716 -1.869 -0.254 0.605
C 2.563 2.981 -5.707 -0.630
C -1.561 -1.191 0.960 0.692
O 5.254 -4.522 -1.862 -0.693
C -5.624 1.212 5.730 -0.760
H -2.381 -4.329 -2.933 0.417
C -0.301 -6.937 0.906 -0.713
C -0.347 -0.654 1.384 0.554
H -4.098 2.811 5.494 0.392
H -0.825 4.265 4.606 0.478
C -1.398 -8.059 -1.056 -0.640
C 4.650 -2.451 -5.031 -0.618


No. 2
127
Properties=species:S:1:pos:R:3:mulliken_charge:R:1 method="wB97M-V/def2-TZVPD" gap_ev=9.967 de_lowest_kj_mol=149.80 lumo_ev=-5.54 charge=+3
H -2.844 1.028 -4.880 0.353
H -2.790 7.279 -7.112 0.416
H 1.662 -8.055 0.041 0.454
H 4.265 -0.810 4.473 0.303
H -2.802 6.959 -1.543 0.399
H 2.936 1.638 2.225 0.309
C -2.460 6.853 -5.027 -0.178
C 0.516 -4.511 0.575 0.743
H 1.649 1.771 4.333 0.285
O -0.646 5.012 -3.355 -0.386
N -3.232 6.985 -3.696 0.189
C 1.958 0.860 8.254 -0.810
C -0.311 3.607 -3.482 -0.673
H 0.318 -3.929 -0.325 -0.783
C 0.246 -2.609 -3.541 -1.397
H -3.284 -2.857 1.106 0.264
C 1.166 -7.682 0.938 -0.364
H 4.499 0.342 5.885 0.416
H 0.447 3.521 -4.260 0.378
H -3.288 9.059 -3.868 0.449
C -5.362 5.755 -2.620 -1.337
C -2.269 6.764 -2.473 -0.878
H 3.329 -7.829 2.416 0.463
H 1.719 -9.309 2.373 0.341
H -0.937 5.402 -1.456 0.492
H -4.878 5.585 -1.658 0.328
H -4.065 -0.927 -2.105 0.287
H 0.018 -2.777 -4.593 0.310
C 3.221 3.903 4.607 -1.248
H -4.321 -3.864 0.175 0.394
C 4.313 -7.151 0.565 -1.268
H -3.742 4.876 -3.827 0.432
H -1.953 -2.048 -5.246 0.620
C 3.413 -6.931 1.804 -0.433
H -1.205 3.006 -3.654 0.185
H -2.253 4.562 -2.185 0.393
H -1.499 7.515 -2.647 0.508
H -4.777 8.251 -4.225 0.454
C 5.152 1.925 2.153 -1.307
C -2.994 -0.754 -2.205 -0.747
H -0.229 -0.648 -3.021 0.615
H 0.190 -7.217 0.800 0.247
H 1.271 -2.260 -3.662 0.421
H 4.035 -6.243 2.376 0.419
H -2.943 -4.899 -1.594 0.677
H -1.373 -4.351 -1.673 -0.009
C 1.780 0.572 5.940 -1.030
C -2.078 0.278 -5.075 -1.268
H 2.713 -4.694 0.713 0.482
C 4.556 0.186 4.807 -0.952
H 3.957 0.205 2.309 0.278
H 2.247 -2.279 1.140 0.311
H 0.691 0.598 5.951 0.529
H -0.668 -1.835 -1.702 0.171
N -2.181 -1.734 -3.176 0.014
H -2.647 0.198 -2.608 0.379
C 1.826 -5.293 0.509 -0.618
H -6.100 6.558 -2.607 0.336
F -2.366 0.684 1.012 -0.385
F -1.659 2.754 0.061 -0.361
H 6.014 1.625 2.748 0.330
H 2.140 3.830 4.721 0.273
H -1.420 7.144 -4.883 0.398
H 0.122 3.145 -2.595 0.318
H -4.241 7.636 -6.267 0.329
F 0.330 2.576 1.176 -0.412
H -3.450 -1.465 -4.745 0.500
H 0.890 0.658 8.325 0.324
H 2.099 -0.430 6.226 0.458
O 2.208 1.482 6.941 -0.271
H 0.315 -3.574 -3.039 0.261
H -2.279 -3.754 -3.905 0.456
H 5.513 0.286 4.295 0.423
C 1.205 -2.321 1.455 -0.621
H 2.121 1.533 9.095 0.298
H 5.472 1.659 1.146 0.410
H 5.209 -7.716 0.822 0.424
H -4.829 5.898 -4.662 0.490
H 0.295 -5.839 2.845 0.439
C 3.836 1.223 2.679 -0.144
C -2.651 -3.212 -3.035 -0.890
C -2.392 -3.975 -1.765 -0.433
H -6.037 4.900 -2.673 0.423
H 5.027 3.008 2.152 0.322
C -3.966 8.291 -3.497 -1.076
H 1.885 -5.055 3.129 0.379
N 3.698 1.276 4.232 0.067
N 1.970 -6.454 1.533 0.314
C 0.863 -8.829 1.898 -1.260
P -0.989 1.601 1.052 1.388
C 4.136 2.687 4.785 -0.409
H 0.985 -1.631 2.271 0.306
H -3.704 -3.094 -3.288 0.584
O 0.443 -3.567 1.666 -0.388
H 1.629 -6.571 3.799 0.442
O -2.582 -3.135 -0.718 -0.143
C 1.372 -5.992 2.911 -1.169
H 0.221 -9.605 1.481 0.391
H -1.092 0.571 -4.716 0.294
C -3.157 7.697 -6.174 -1.321
C 2.188 0.846 4.536 -0.197
C -3.268 -3.653 0.362 -0.920
H 3.435 4.807 5.178 0.434
H 0.474 -8.404 2.823 0.336
F -1.602 2.357 2.389 -0.391
H -2.667 -4.374 0.915 0.280
H 4.126 2.515 5.862 0.425
H -2.495 5.800 -5.304 0.297
H 3.940 -7.887 -0.147 0.323
H -4.105 8.480 -2.433 0.311
H 0.911 -1.852 0.516 0.085
F -0.441 0.765 -0.307 -0.404
C -0.632 -1.629 -2.771 -0.149
H 2.521 -0.032 8.531 0.327
H -2.759 8.712 -6.201 0.403
H 1.952 -5.727 -0.483 0.318
H 3.320 4.165 3.554 0.320
H 1.820 0.144 3.788 0.268
H -2.032 0.175 -6.159 0.447
C -1.563 5.390 -2.348 -0.568
C -4.294 5.810 -3.716 -0.528
H -0.409 -5.069 0.724 0.270
H -2.683 -0.793 -1.160 0.207
C -2.385 -1.269 -4.618 -0.552
H 5.165 2.916 4.507 0.638
F -0.257 0.538 2.057 -0.424
H 4.595 -6.235 0.045 0.333


No. 3
128
Properties=species:S:1:pos:R:3:mulliken_charge:R:1 method="wB97M-V/def2-TZVPD" smiles=COCCOC.COCCOC.COCCOC.COCCOC.COCCOC.COCCOC.COCCOC.COCCOC gap_ev=9.990 de_lowest_kj_mol=52.58 lumo_ev=0.54 charge=0
O -3.706 2.543 -3.195 -0.310
H 5.177 -4.986 2.818 0.383
O 3.391 5.793 1.046 -0.347
O 3.233 3.658 -1.143 -0.347
C -2.432 -2.436 0.900 -0.410
H 3.374 -3.078 1.272 -0.446
H 1.757 -2.043 0.239 -0.121
H 5.372 -3.376 5.016 0.234
O 3.189 -5.155 1.195 -0.412
H 0.387 4.248 -1.420 -0.646
H 2.688 -4.502 -0.727 0.295
C 2.407 6.759 1.310 -0.664
C -1.796 -2.431 3.136 0.091
H -1.380 -2.363 5.201 0.336
H 0.163 3.249 -6.555 0.387
H 5.955 -1.780 4.564 0.238
H -1.531 1.555 -6.980 0.496
C -4.216 -3.834 4.656 -0.565
C 0.209 4.292 -4.652 -0.689
C 4.651 -3.654 8.713 -0.286
H -7.775 -0.768 -9.246 0.278
H -5.521 3.411 -2.715 0.269
H -0.388 3.851 0.341 -0.057
H 2.792 7.784 1.251 0.330
H -6.178 -0.804 -7.192 0.286
H 1.393 -4.425 0.483 0.018
H 4.755 -3.930 0.634 0.247
H 1.548 6.634 0.640 0.238
H 4.481 -4.710 8.908 0.241
O -2.820 -3.752 4.915 -0.382
C -0.876 -1.302 -2.660 -0.615
H 1.873 3.780 0.477 0.165
C 3.129 -1.183 5.532 -0.749
C -2.805 2.028 -2.254 0.038
O -6.339 -2.163 -8.718 -0.336
H 5.614 -3.387 9.167 0.265
H 0.538 2.276 -5.169 0.294
O -1.670 2.340 -0.234 0.000
H 6.930 -3.211 4.236 0.340
H -0.940 -3.095 2.952 0.218
H 4.548 -1.115 9.316 0.329
H -2.256 -1.366 0.725 0.137
H -4.748 -3.099 5.262 0.257
C -5.529 -1.453 -7.790 -0.201
H -2.970 -1.695 4.751 0.385
H -1.861 3.782 1.236 0.381
H 3.783 -4.119 3.530 0.222
H 2.494 -0.140 7.978 0.427
C 1.999 -0.373 2.483 -0.580
H -5.512 -1.287 -4.916 0.438
H -5.195 1.894 -1.883 0.411
H 1.949 -6.002 -0.187 0.365
C 4.310 4.453 -0.728 -0.625
C 0.990 -1.323 0.550 0.938
H -1.513 -2.986 0.676 0.200
H -0.688 -2.074 -3.414 0.333
C -4.439 -1.126 -5.030 -0.473
O 3.593 -2.969 9.375 -0.372
H -5.583 1.853 -3.609 0.229
H -1.418 -1.397 2.976 0.140
H 1.066 -0.310 3.055 0.274
C 3.926 5.841 -0.256 -0.400
O -0.005 3.906 -3.321 0.004
C 3.958 -4.002 1.391 0.417
H 1.247 4.616 -4.823 0.359
O -2.849 -2.623 2.237 -0.387
C -6.932 -1.322 -9.682 -0.705
H -4.504 -4.851 4.920 0.244
H 2.588 -1.272 2.693 -0.002
H 4.811 3.949 0.113 0.343
H 4.657 -3.424 7.651 -0.049
H -1.961 -1.219 -2.545 0.155
H 0.317 -1.809 1.261 -0.312
H -4.403 -3.718 3.588 0.225
O 3.780 -1.326 6.797 -0.326
H -0.619 2.461 1.477 0.104
H -0.421 5.143 -4.954 0.295
C -1.862 1.608 -5.934 -0.666
H 2.090 6.613 2.343 0.237
H -0.453 -0.402 -3.126 0.237
H -2.942 1.500 -5.911 0.043
O -0.224 -1.697 -1.490 -0.441
H -7.414 -1.985 -10.405 0.247
C 5.905 -2.818 4.236 -0.697
C -4.840 -2.491 -6.935 -0.579
H 3.165 6.239 -0.945 0.253
H -0.531 -0.050 -0.230 0.129
H -5.578 -3.065 -6.356 0.345
C -2.581 2.984 -1.083 -0.561
H -1.407 0.780 -5.374 0.185
C 0.257 -0.726 -0.598 -0.813
H -4.786 -0.863 -8.341 0.291
C 4.570 -4.073 2.766 -0.395
C -2.251 -2.503 4.560 -0.774
H 2.033 -1.809 7.760 0.272
H -3.218 -2.788 0.238 0.288
H -3.150 1.071 -1.835 0.306
H 0.939 -0.051 -1.139 0.621
H 2.600 0.491 2.772 0.429
H 3.059 2.533 0.634 0.448
C -5.069 2.425 -2.834 -0.898
H -6.188 -0.684 -10.160 0.305
H 2.517 -2.070 5.351 0.327
H -2.185 3.921 -1.504 0.265
H 5.027 4.559 -1.541 0.388
H 1.404 5.234 -2.524 0.484
H -3.519 3.236 -0.567 0.337
O -1.477 2.820 -5.341 -0.251
H 2.440 -0.330 5.598 0.437
H -4.207 -0.076 -5.230 -0.012
O 5.302 -2.880 2.973 -0.340
H -1.826 1.893 -2.714 -0.066
H 1.760 2.393 -0.566 0.142
H -3.960 -1.338 -4.069 0.201
O 1.721 -0.236 1.106 -0.302
C 0.407 4.831 -2.336 -0.249
H 3.959 -0.937 4.882 0.180
O -3.886 -1.921 -6.059 -0.360
C 2.916 -1.154 7.878 -0.429
H 4.811 6.489 -0.321 0.415
C 2.476 3.083 -0.118 -0.513
C 3.560 -1.584 9.174 -0.639
C -1.097 3.138 0.777 -0.419
C -0.123 3.098 -5.500 -0.489
H 2.982 -1.159 10.001 0.366
H -0.317 5.649 -2.218 0.349
H -4.305 -3.224 -7.536 0.298
C 2.252 -5.011 0.142 -0.414